[1]
{"formula": "C42H32F5LuOP2", "method": "ωB97M-V/def2-TZVPD", "gap_ev": 6.81, "homo_ha": -0.494, "total_charge": 2, "energy_ev": -111889.5465, "e_above_lowest_kj_mol": 128.1, "largest_force_ev_per_a": 3.6, "elements": ["C", "C", "C", "C", "C", "C", "P", "C", "C", "C", "C", "C", "C", "Lu", "P", "C", "C", "C", "C", "C", "C", "C", "C", "C", "C", "C", "C", "C", "C", "C", "C", "C", "C", "C", "C", "C", "C", "C", "C", "H", "H", "H", "H", "H", "H", "H", "H", "H", "H", "H", "H", "H", "H", "H", "H", "H", "H", "H", "H", "H", "H", "H", "H", "H", "H", "H", "H", "H", "H", "H", "H", "F", "C", "C", "F", "C", "F", "C", "O", "C", "F", "C", "F"], "positions_angstrom": [[-3.01544, 1.29560, -0.64685], [-2.06592, 0.93086, -1.63312], [-2.43942, 0.01464, -2.64890], [-3.73737, -0.50122, -2.71105], [-4.68560, -0.09249, -1.76485], [-4.31776, 0.77045, -0.72048], [-0.28473, 1.52968, -1.49411], [0.37576, 1.31446, -3.21950], [1.23773, 0.25606, -3.62223], [1.51055, 0.04966, -4.97906], [1.05550, 0.96486, -5.93196], [0.33235, 2.08384, -5.53479], [0.02600, 2.27047, -4.18233], [0.00668, -1.06262, -0.74427], [0.02181, -1.42765, 1.83343], [-0.96363, -2.75784, 0.78752], [-2.29162, -2.98573, 1.19640], [-3.24265, -3.32190, 0.22957], [-2.83602, -3.73562, -1.04444], [-1.48318, -3.78992, -1.40313], [-0.50710, -3.34179, -0.47541], [1.12274, -2.51329, 2.76713], [2.18299, -1.90356, 3.46997], [3.11638, -2.71915, 4.08674], [3.03505, -4.11781, 3.96480], [1.98038, -4.72354, 3.26721], [1.02452, -3.91230, 2.67776], [-0.87826, -0.38463, 3.07216], [-0.95258, 1.03444, 2.95512], [-1.75819, 1.75260, 3.83227], [-2.53852, 1.05665, 4.77570], [-2.53141, -0.34367, 4.84895], [-1.67993, -1.05862, 4.00827], [-0.20812, 3.26549, -0.95772], [-1.32653, 4.08858, -1.18544], [-1.34850, 5.41511, -0.75266], [-0.21636, 5.93267, -0.11298], [0.91046, 5.13310, 0.10892], [0.92299, 3.79689, -0.29025], [2.22465, -0.81423, 3.52863], [3.92380, -2.26112, 4.65984], [3.80327, -4.75095, 4.41615], [1.89310, -5.81329, 3.20249], [0.19004, -4.36953, 2.15321], [-2.57193, -2.87744, 2.24016], [-4.31594, -3.26664, 0.49926], [-3.59443, -4.02656, -1.79259], [-1.18044, -4.16998, -2.38830], [0.57545, -3.48755, -0.67588], [-0.42156, 1.55434, 2.15502], [-1.79480, 2.85089, 3.78890], [-3.16267, 1.61807, 5.47292], [-3.16942, -0.87855, 5.56691], [-1.63657, -2.15219, 4.05362], [-2.18669, 3.68720, -1.71215], [-2.23703, 6.03388, -0.92554], [-0.22161, 6.97874, 0.20098], [1.79003, 5.56159, 0.58834], [1.80326, 3.17373, -0.11637], [1.80777, -0.34090, -2.89769], [2.13037, -0.79437, -5.28694], [1.30494, 0.82828, -6.98217], [0.02486, 2.83733, -6.25784], [-0.44934, 3.18139, -3.84030], [-1.72486, -0.32826, -3.41344], [-4.02818, -1.21651, -3.50808], [-5.71363, -0.42916, -1.84883], [-5.09481, 1.03226, 0.01368], [-2.71086, 1.92392, 0.19956], [-2.25466, -0.25555, 1.05991], [-1.60084, -0.01927, 0.66722], [7.03783, 1.27211, 0.21096], [5.86669, 0.70578, -0.15319], [5.49609, -0.55336, 0.31976], [6.34410, -1.19739, 1.16115], [4.23515, -1.06474, 0.00166], [3.94871, -2.32359, 0.40836], [3.27215, -0.26365, -0.64114], [2.00936, -0.69816, -0.72607], [3.72789, 0.94692, -1.15992], [2.89250, 1.75027, -1.85933], [4.97056, 1.44406, -0.89536], [5.24464, 2.70941, -1.31393]]}

[2]
{"formula": "C42H33BrN5PRu", "method": "ωB97M-V/def2-TZVPD", "gap_ev": [6.58, 6.50], "multiplicity": 2, "homo_ha": [-0.378, -0.374], "total_charge": 1, "energy_ev": -133447.3665, "e_above_lowest_kj_mol": 9.8, "largest_force_ev_per_a": 0.8, "elements": ["Ru", "C", "C", "C", "C", "C", "C", "N", "N", "C", "C", "C", "C", "C", "N", "H", "H", "H", "H", "H", "H", "H", "H", "H", "N", "C", "C", "C", "C", "C", "C", "C", "H", "H", "H", "H", "H", "N", "P", "C", "C", "C", "C", "C", "C", "C", "C", "C", "C", "C", "C", "C", "C", "C", "C", "C", "C", "H", "H", "H", "H", "H", "H", "H", "H", "H", "H", "H", "H", "H", "H", "H", "Br", "C", "C", "C", "C", "C", "C", "H", "H", "H", "H"], "positions_angstrom": [[-0.11078, -0.45615, 0.28101], [-3.04195, 4.10174, -0.85568], [-2.30207, 3.16361, -1.55795], [-1.75665, 2.07569, -0.89527], [-1.94590, 1.93706, 0.47319], [-2.68908, 2.87594, 1.18521], [-3.23502, 3.95322, 0.51390], [-1.35611, 0.81010, 1.11777], [-1.64980, 0.66520, 2.35021], [-1.03126, -0.42071, 2.89039], [-1.23052, -0.78840, 4.22504], [-0.58753, -1.89417, 4.70905], [0.24361, -2.62675, 3.84953], [0.40924, -2.22725, 2.55227], [-0.21797, -1.12566, 2.06229], [-3.46979, 4.95060, -1.37210], [-2.15321, 3.27266, -2.62386], [-1.21336, 1.32344, -1.45197], [-2.82117, 2.75962, 2.25050], [-3.80932, 4.68836, 1.06109], [-1.88896, -0.18195, 4.82980], [-0.71817, -2.20179, 5.73703], [0.76313, -3.50848, 4.19660], [1.03597, -2.76004, 1.85548], [1.40711, -1.70202, -0.42368], [2.26342, -2.25449, -0.94800], [3.33248, -2.94293, -1.60655], [3.66482, -2.58213, -2.91201], [4.69881, -3.24389, -3.54951], [5.39058, -4.25123, -2.88949], [5.05486, -4.60548, -1.58896], [4.02288, -3.95352, -0.93877], [3.11989, -1.79210, -3.41057], [4.96790, -2.97184, -4.56059], [6.19990, -4.76344, -3.39222], [5.59981, -5.38891, -1.08100], [3.75371, -4.21643, 0.07527], [-1.38524, -1.24479, -0.92605], [-2.80029, -1.94510, -0.95792], [-4.01005, -1.01290, -1.91948], [-5.38170, -1.12755, -1.70134], [-6.27082, -0.41424, -2.49065], [-5.79528, 0.41532, -3.49675], [-4.43003, 0.53000, -3.71892], [-3.53820, -0.18405, -2.93434], [-2.65988, -3.58077, -1.70666], [-1.39856, -4.05512, -2.04983], [-1.26443, -5.31270, -2.62189], [-2.38802, -6.09216, -2.85280], [-3.64997, -5.61757, -2.51515], [-3.78769, -4.36374, -1.94329], [-3.54891, -2.18649, 0.67089], [-4.11074, -1.08187, 1.31437], [-4.58017, -1.19420, 2.61231], [-4.48511, -2.40861, 3.28117], [-3.92176, -3.50821, 2.65039], [-3.45475, -3.39953, 1.34697], [-5.76071, -1.75998, -0.90764], [-7.33499, -0.50218, -2.31667], [-6.49118, 0.97347, -4.10914], [-4.06038, 1.17575, -4.50463], [-2.47119, -0.10349, -3.09902], [-0.53682, -3.42402, -1.87183], [-0.28366, -5.68200, -2.89228], [-2.28403, -7.07108, -3.30198], [-4.52596, -6.22420, -2.70202], [-4.77480, -3.99776, -1.68617], [-4.18725, -0.13213, 0.79593], [-5.02549, -0.33688, 3.10055], [-4.85812, -2.49835, 4.29331], [-3.85337, -4.45577, 3.16855], [-3.02094, -4.26302, 0.85774], [4.88161, 3.99808, 1.37251], [3.47523, 2.75901, 1.11142], [3.17156, 1.84688, 2.10680], [2.13857, 0.93874, 1.90586], [1.39977, 0.91747, 0.72212], [1.73848, 1.85201, -0.25704], [2.76231, 2.77258, -0.07536], [3.73426, 1.84475, 3.03071], [1.92843, 0.23834, 2.70758], [1.19790, 1.88348, -1.19938], [3.00405, 3.48970, -0.84805]]}

[3]
{"formula": "C42H33CrN2O8P2Se", "method": "ωB97M-V/def2-TZVPD", "gap_ev": [7.07, 6.77], "multiplicity": 2, "homo_ha": [-0.108, -0.097], "total_charge": -2, "energy_ev": -175796.2987, "e_above_lowest_kj_mol": 26.7, "largest_force_ev_per_a": 0.4, "elements": ["Cr", "N", "N", "C", "O", "O", "H", "H", "H", "O", "C", "O", "C", "C", "C", "C", "C", "C", "P", "C", "C", "C", "C", "C", "C", "C", "C", "C", "C", "C", "C", "H", "H", "H", "H", "H", "H", "H", "H", "H", "H", "H", "H", "H", "H", "C", "C", "C", "C", "C", "C", "P", "C", "C", "C", "C", "C", "C", "C", "C", "C", "C", "C", "C", "C", "C", "C", "C", "H", "H", "H", "H", "H", "H", "H", "H", "H", "H", "H", "H", "H", "H", "H", "H", "O", "Se", "O", "O", "O"], "positions_angstrom": [[-0.14411, -0.42655, 0.03619], [-3.51868, -1.24277, 1.22617], [-2.95568, -2.46413, 1.61197], [-1.77476, -2.91404, 1.01441], [-1.56497, -4.12266, 1.02822], [-0.98885, -2.03728, 0.51837], [-3.88862, -0.75860, 2.03437], [-4.24084, -1.36384, 0.52534], [-3.58660, -3.24412, 1.74743], [1.29228, 3.05802, 1.32729], [0.41787, 2.44088, 0.74603], [0.63174, 1.40067, 0.00985], [-1.01641, 2.98446, 0.85624], [-1.19644, 4.04721, 1.73072], [-2.41474, 4.69629, 1.83679], [-3.46841, 4.31227, 1.02192], [-3.30340, 3.25147, 0.14392], [-2.10354, 2.54572, 0.08003], [-1.82074, 1.08112, -0.98459], [-1.30373, 1.95286, -2.51961], [0.02618, 2.02956, -2.91205], [0.37576, 2.75397, -4.04399], [-0.59123, 3.42040, -4.78077], [-1.92346, 3.34987, -4.39188], [-2.27345, 2.61742, -3.27002], [-3.41087, 0.37345, -1.56990], [-4.66837, 0.50762, -0.98754], [-5.76363, -0.19261, -1.48106], [-5.61029, -1.05860, -2.55396], [-4.35261, -1.22564, -3.12085], [-3.26314, -0.51822, -2.63907], [-0.34232, 4.35484, 2.31781], [-2.53451, 5.51548, 2.53578], [-4.41431, 4.83863, 1.06079], [-4.11689, 2.98050, -0.51463], [0.78830, 1.48947, -2.37330], [1.41032, 2.75715, -4.35814], [-0.31491, 3.97610, -5.66933], [-2.69187, 3.85072, -4.96864], [-3.31779, 2.54849, -2.98662], [-4.79641, 1.13770, -0.11581], [-6.73540, -0.06785, -1.01527], [-6.46090, -1.61108, -2.93483], [-4.20620, -1.92188, -3.93594], [-2.28238, -0.69758, -3.07374], [3.46544, -5.67774, 0.46511], [4.43579, -4.68495, 0.45273], [4.05922, -3.34869, 0.43786], [2.71485, -2.99751, 0.43739], [1.74401, -3.99637, 0.42963], [2.12150, -5.32970, 0.45266], [2.12551, -1.27105, 0.51317], [3.48281, -0.27447, -0.17963], [4.03727, -0.62716, -1.41224], [5.00692, 0.17898, -1.98717], [5.41430, 1.34780, -1.35644], [4.83577, 1.71937, -0.15192], [3.86978, 0.91371, 0.43469], [2.22418, -0.92549, 2.31618], [3.33738, -1.18860, 3.06890], [3.35268, -0.92128, 4.45176], [2.24364, -0.39625, 5.05522], [1.07408, -0.11141, 4.30939], [-0.07398, 0.43805, 4.93032], [-1.18212, 0.70987, 4.18126], [-1.19112, 0.44539, 2.79219], [-0.11862, -0.08637, 2.11586], [1.04823, -0.37396, 2.91013], [3.75858, -6.72138, 0.46979], [5.48723, -4.94895, 0.44531], [4.82035, -2.57736, 0.40686], [0.69609, -3.73361, 0.39919], [1.35550, -6.09516, 0.44677], [3.66399, -1.50426, -1.92876], [5.41709, -0.09149, -2.95166], [6.16100, 1.98440, -1.81759], [5.11919, 2.64840, 0.32819], [3.39320, 1.22716, 1.35370], [4.21979, -1.61068, 2.60127], [4.24261, -1.13606, 5.03171], [2.24340, -0.18819, 6.12034], [-0.04984, 0.63662, 5.99696], [-2.06209, 1.13858, 4.65248], [-2.08941, 0.68746, 2.23727], [1.68701, -2.65154, -2.08850], [0.85168, -1.57770, -2.99187], [1.83982, -0.47316, -3.66430], [-0.15243, -0.71921, -1.89645], [-0.21129, -2.24097, -4.02579]]}

[4]
{"formula": "C42H33FN5O6S3Sc", "method": "ωB97M-V/def2-TZVPD", "gap_ev": 4.72, "homo_ha": -0.043, "total_charge": -2, "energy_ev": -119756.9104, "largest_force_ev_per_a": 0.6, "elements": ["Sc", "C", "C", "O", "C", "C", "C", "N", "N", "C", "O", "C", "C", "C", "C", "C", "C", "H", "H", "H", "H", "H", "H", "H", "H", "H", "H", "H", "H", "C", "C", "C", "C", "C", "C", "C", "F", "C", "C", "C", "O", "C", "C", "N", "C", "C", "O", "O", "H", "H", "H", "H", "H", "H", "H", "H", "H", "H", "H", "S", "C", "C", "N", "C", "S", "C", "N", "O", "S", "C", "C", "C", "C", "C", "C", "C", "C", "C", "C", "C", "C", "H", "H", "H", "H", "H", "H", "H", "H", "H", "H"], "positions_angstrom": [[0.86857, -0.25369, 0.17206], [3.13859, 0.13073, 3.72416], [1.89523, -0.35804, 3.03338], [2.07351, -0.76258, 1.82383], [0.67854, -0.35198, 3.66920], [-0.54998, -0.77224, 3.05395], [-1.75052, -1.01653, 3.92997], [-0.63087, -0.94527, 1.77366], [-1.83833, -1.43031, 1.28349], [-1.75806, -1.55404, -0.01633], [-0.74294, -1.28583, -0.74335], [-2.98380, -2.06795, -0.71315], [-2.97303, -2.18031, -2.09994], [-4.09683, -2.64108, -2.77280], [-5.23722, -2.99652, -2.06691], [-5.25225, -2.88510, -0.68049], [-4.13269, -2.42199, -0.00743], [3.92990, -0.61567, 3.62124], [2.97064, 0.35227, 4.77894], [3.46361, 1.03790, 3.20929], [0.63720, -0.03918, 4.70459], [-1.53236, -0.74543, 4.96294], [-2.04247, -2.06721, 3.88333], [-2.60591, -0.44778, 3.56323], [-2.08270, -1.88432, -2.63729], [-4.07691, -2.71530, -3.85320], [-6.11508, -3.35526, -2.59305], [-6.14247, -3.15860, -0.12440], [-4.12374, -2.32417, 1.07014], [-0.99810, 7.19769, 1.85803], [-1.62139, 6.69191, 0.56269], [-3.10635, 7.02841, 0.53568], [-3.73889, 6.55627, -0.76088], [-3.48589, 5.08567, -0.94390], [-4.34420, 4.29943, -1.68137], [-4.08542, 2.94740, -1.86190], [-4.95837, 2.23827, -2.60557], [-2.99282, 2.34058, -1.31046], [-2.12426, 3.12057, -0.53851], [-0.94253, 2.46438, 0.04864], [-0.84527, 1.24161, -0.01975], [0.01263, 3.33678, 0.66705], [-0.29787, 4.64414, 0.81321], [-1.44102, 5.24126, 0.38697], [-2.35263, 4.49108, -0.35958], [1.35773, 2.85430, 1.18097], [2.02486, 3.65306, 1.84910], [1.67630, 1.68163, 0.84416], [-1.30034, 8.23557, 2.00616], [0.08921, 7.17061, 1.85154], [-1.35036, 6.60776, 2.70615], [-1.14266, 7.20224, -0.28334], [-3.21672, 8.10782, 0.65521], [-3.59262, 6.54722, 1.39029], [-3.30691, 7.11690, -1.59720], [-4.81262, 6.75309, -0.76955], [-5.22559, 4.73504, -2.13754], [-2.76725, 1.29369, -1.47449], [0.42826, 5.25946, 1.32326], [1.88632, 0.52845, -2.04848], [1.09611, -0.42486, -3.29141], [-0.24205, -0.00910, -3.58695], [-1.30451, 0.37293, -3.83452], [1.66309, -1.42692, -4.03135], [3.27697, -2.03662, -3.96241], [0.83710, -2.03719, -5.04625], [0.21117, -2.55389, -5.86615], [1.72278, -2.20393, -0.36401], [2.31830, -3.13535, 0.65575], [4.07529, -2.77700, 0.61308], [4.89899, -3.27829, 1.60803], [6.25399, -2.98266, 1.56944], [6.75703, -2.18506, 0.54857], [5.91051, -1.68065, -0.42961], [4.55268, -1.96819, -0.40577], [2.36142, -4.68874, -0.24108], [2.37580, -4.67109, -1.62748], [2.39820, -5.88232, -2.30126], [2.40318, -7.08169, -1.59793], [2.38218, -7.08072, -0.20934], [2.35530, -5.87322, 0.47728], [4.48589, -3.87980, 2.41042], [6.91230, -3.36213, 2.34171], [7.81423, -1.94793, 0.52451], [6.29441, -1.05270, -1.22360], [3.88551, -1.57094, -1.16838], [2.38122, -3.73305, -2.17742], [2.41092, -5.87368, -3.38405], [2.41409, -8.02341, -2.13394], [2.37041, -8.01576, 0.33760], [2.31463, -5.85282, 1.56089]]}